Entry 1:
{"formula": "H3NOS", "method": "ωB97M-V/def2-TZVPD", "e_homo_ev": [-9.18, -9.17], "largest_force_ev_per_a": 5.2, "orbital_gap_ev": [6.96, 6.96], "charge": 0, "e_above_lowest_ev": 2.959, "e_lumo_ha": [-0.0814, -0.0814], "energy_ha": -529.8341, "multiplicity": 1, "species": ["S", "O", "N", "H", "H", "H"], "coordinates": [[0.533, -0.423, 0.798], [-0.480, -1.705, -1.377], [0.303, 1.154, 0.452], [-0.624, 1.488, 0.643], [1.052, 1.815, 0.290], [-0.784, -2.328, -0.807]], "atomic_forces_ev_per_a": [[-0.9, 0.2, -2.4], [2.6, 4.4, -0.8], [0.0, -1.6, 0.8], [-0.1, 0.5, -0.1], [-0.1, -0.3, -0.3], [-1.6, -3.2, 2.7]], "nbo_charge": [0.512, -0.835, -0.900, 0.401, 0.408, 0.414]}

---

Entry 2:
{"formula": "H3NOS", "method": "ωB97M-V/def2-TZVPD", "smiles": "NSO", "e_homo_ev": -8.93, "largest_force_ev_per_a": 4.0, "orbital_gap_ev": 9.36, "charge": 0, "e_above_lowest_ev": 0.665, "e_lumo_ha": 0.0156, "energy_ha": -529.9184, "multiplicity": 1, "species": ["S", "O", "N", "H", "H", "H"], "coordinates": [[-0.358, -0.211, 1.145], [1.216, -0.823, 0.873], [-0.327, 0.757, -0.497], [1.067, -1.430, 0.120], [-1.076, 1.539, -0.349], [-0.521, 0.169, -1.293]], "atomic_forces_ev_per_a": [[1.6, 0.8, -3.5], [-1.5, 0.0, 0.0], [-1.5, 1.3, 3.5], [0.4, 0.2, 0.6], [1.7, -2.0, -0.7], [-0.7, -0.3, 0.1]], "nbo_charge": [0.570, -0.819, -0.961, 0.474, 0.377, 0.360]}

---

Entry 3:
{"formula": "H3Na5O2", "method": "ωB97M-V/def2-TZVPD", "e_homo_ev": [-35.95, -33.02], "largest_force_ev_per_a": 3.1, "orbital_gap_ev": [14.56, 5.01], "charge": 5, "e_lumo_ha": [-0.7862, -1.0294], "energy_ha": -961.2251, "multiplicity": 2, "species": ["Na", "Na", "Na", "Na", "Na", "O", "O", "H", "H", "H"], "coordinates": [[-7.610, -22.335, -15.865], [-6.769, -21.743, -18.868], [-4.656, -18.556, -17.388], [-4.588, -22.949, -17.031], [-5.726, -19.913, -14.744], [-5.838, -20.646, -16.975], [-5.796, -19.060, -19.520], [-6.183, -18.374, -18.976], [-6.082, -18.851, -20.409], [-5.625, -20.113, -17.766]], "atomic_forces_ev_per_a": [[-1.8, -0.9, 1.1], [-1.1, -0.6, -2.0], [2.1, 2.2, 0.4], [1.9, -1.4, 0.1], [0.1, 0.8, 2.0], [0.0, 0.1, -0.8], [0.7, -1.3, 1.8], [-1.2, 1.7, -0.2], [-0.4, 0.5, -2.6], [-0.3, -1.1, 0.1]], "nbo_charge": [0.999, 0.994, 0.997, 0.999, 0.999, -0.973, -0.548, 0.509, 0.597, 0.426]}

---

Entry 4:
{"formula": "H3O2PS", "method": "ωB97M-V/def2-TZVPD", "smiles": "OP=S.O", "e_homo_ev": -9.73, "largest_force_ev_per_a": 3.7, "orbital_gap_ev": 8.24, "charge": 0, "e_above_lowest_ev": 1.429, "e_lumo_ha": -0.0548, "energy_ha": -891.8307, "multiplicity": 1, "species": ["S", "P", "O", "O", "H", "H", "H"], "coordinates": [[-2.835, -2.765, -0.459], [-3.066, -1.139, -1.590], [-2.882, 0.021, -0.414], [-0.060, -1.154, 0.310], [-0.870, -1.716, 0.405], [-2.805, 0.823, -0.945], [0.371, -1.510, -0.477]], "atomic_forces_ev_per_a": [[-0.5, 1.5, -1.9], [0.5, -1.8, 3.2], [-0.2, -0.5, -1.8], [-0.7, -0.7, -0.1], [0.9, 0.7, -0.1], [0.0, 0.7, 0.4], [0.0, 0.0, 0.2]], "nbo_charge": [-0.479, 0.942, -0.937, -0.950, 0.477, 0.486, 0.461]}

---

Entry 5:
{"formula": "H3O3PS", "method": "ωB97M-V/def2-TZVPD", "smiles": "OSP(O)O", "e_homo_ev": -9.11, "largest_force_ev_per_a": 3.9, "orbital_gap_ev": 9.01, "charge": 0, "e_above_lowest_ev": 3.010, "e_lumo_ha": -0.0037, "energy_ha": -967.0636, "multiplicity": 1, "species": ["S", "P", "O", "O", "O", "H", "H", "H"], "coordinates": [[-0.069, -1.155, -0.731], [-0.223, 0.311, 0.778], [1.479, -1.734, -0.378], [-1.283, 1.322, -0.121], [1.109, 1.159, 0.432], [2.000, -1.358, -1.100], [-1.014, 2.203, 0.094], [1.915, 0.474, 0.443]], "atomic_forces_ev_per_a": [[-0.5, -0.9, -0.8], [-1.5, 1.4, -0.4], [-0.1, 0.5, 0.0], [0.6, -2.3, 0.8], [3.4, -1.9, 0.1], [0.2, -0.2, 0.1], [0.1, 1.2, 0.1], [-2.3, 2.2, 0.1]], "nbo_charge": [0.156, 1.198, -0.842, -0.978, -1.016, 0.484, 0.490, 0.508]}

---

Entry 6:
{"formula": "H3O3Y", "method": "ωB97M-V/def2-TZVPD", "e_homo_ev": [-11.56, -15.47], "largest_force_ev_per_a": 3.3, "orbital_gap_ev": [6.63, 9.83], "charge": 1, "e_lumo_ha": [-0.1813, -0.2072], "energy_ha": -265.4495, "multiplicity": 2, "species": ["Y", "O", "O", "O", "H", "H", "H"], "coordinates": [[1.572, 0.407, 0.316], [0.928, -1.632, 0.256], [-1.284, 1.431, -0.708], [-0.857, 0.592, 0.363], [-1.289, -0.298, 0.184], [1.363, -2.462, 0.442], [-0.434, 1.962, -0.854]], "atomic_forces_ev_per_a": [[-1.4, -3.0, 0.2], [0.9, 3.1, 0.0], [1.3, 1.0, -0.4], [0.3, -1.4, 0.4], [0.6, 1.2, 0.1], [0.0, -0.4, 0.0], [-1.8, -0.6, -0.2]], "nbo_charge": [1.670, -1.236, -0.361, -0.558, 0.541, 0.506, 0.438]}

---

Entry 7:
{"formula": "H3O4PS", "method": "ωB97M-V/def2-TZVPD", "e_homo_ev": [-5.75, -9.73], "largest_force_ev_per_a": 3.3, "orbital_gap_ev": [6.23, 6.08], "charge": 0, "e_above_lowest_ev": 4.440, "e_lumo_ha": [0.0173, -0.1344], "energy_ha": -1042.1097, "multiplicity": 3, "species": ["S", "P", "O", "O", "O", "O", "H", "H", "H"], "coordinates": [[2.192, -0.525, 0.217], [0.553, 0.398, -0.063], [-1.212, -1.719, -0.050], [0.524, 1.915, 0.415], [-1.083, -0.541, 0.686], [-0.154, 0.555, -1.488], [-1.032, 0.140, -1.302], [-0.987, -2.403, 0.567], [1.200, 2.182, 1.017]], "atomic_forces_ev_per_a": [[2.1, -0.8, -0.4], [0.0, 1.8, 0.4], [-0.6, 1.0, -0.6], [-0.4, 1.3, -0.9], [-2.1, -2.4, 0.8], [-0.5, -0.5, -0.2], [0.7, 0.5, -0.8], [0.0, -0.8, 0.9], [0.8, 0.2, 0.7]], "nbo_charge": [-0.362, 1.469, -0.399, -0.992, -0.252, -0.963, 0.513, 0.478, 0.507]}

---

Entry 8:
{"formula": "H3O7", "method": "ωB97M-V/def2-TZVPD", "e_homo_ev": [-14.77, -15.92], "largest_force_ev_per_a": 5.1, "orbital_gap_ev": [10.18, 7.38], "charge": 1, "e_lumo_ha": [-0.1687, -0.3136], "energy_ha": -527.5028, "multiplicity": 3, "species": ["O", "O", "O", "O", "O", "O", "O", "H", "H", "H"], "coordinates": [[-2.415, -0.680, -0.314], [-2.155, 0.576, -0.040], [1.316, 0.238, -0.585], [-1.081, 0.776, 0.487], [0.151, 0.643, -0.918], [1.228, -0.838, 0.291], [2.095, 1.205, 0.029], [-3.251, -0.546, -0.857], [2.113, -0.940, 0.580], [1.713, 2.132, -0.326]], "atomic_forces_ev_per_a": [[-1.2, -3.2, -2.1], [-3.9, 3.3, -0.2], [1.3, -0.7, -1.9], [2.3, 1.4, 3.8], [-0.4, -0.1, -2.7], [-2.6, -1.0, 0.5], [0.4, 3.9, 0.6], [0.8, -0.6, 0.6], [2.4, -0.3, 0.6], [0.8, -2.6, 0.8]], "nbo_charge": [-0.302, 0.206, 0.355, -0.082, -0.065, -0.295, -0.359, 0.507, 0.501, 0.533]}

---

Entry 9:
{"formula": "H3OPS", "method": "ωB97M-V/def2-TZVPD", "smiles": "OPS", "e_homo_ev": -9.00, "largest_force_ev_per_a": 1.4, "orbital_gap_ev": 9.45, "charge": 0, "e_above_lowest_ev": 0.380, "e_lumo_ha": 0.0163, "energy_ha": -816.5684, "multiplicity": 1, "species": ["S", "P", "O", "H", "H", "H"], "coordinates": [[-0.761, -1.482, 0.167], [0.750, 0.239, 0.059], [-0.170, 1.272, -0.837], [-1.279, -0.989, 1.349], [-1.012, 1.599, -0.464], [1.765, 0.025, -0.983]], "atomic_forces_ev_per_a": [[0.9, 1.0, 0.3], [-1.1, 0.0, 0.5], [0.0, 0.4, -0.4], [0.6, -0.3, -0.8], [0.8, -0.5, 0.1], [-1.2, -0.5, 0.3]], "nbo_charge": [-0.386, 0.779, -1.006, 0.147, 0.508, -0.042]}